Entry 1:
A molecular structure, C21H36CdP2, computed with the ωB97M-V functional and the def2-TZVPD basis.

E_HOMO: -5.49 eV
frontier orbital gap: 5.850 eV
multiplicity: 1
largest force on an atom: 1.96 eV/A
energy relative to the best compared isomer or geometry (same formula, charge and spin): 0.0 kJ/mol
LUMO energy: 0.359 eV

The geometry in XYZ format:
```
60
Properties=species:S:1:pos:R:3:forces:R:3:lowdin_charge:R:1
P -0.084 2.240 0.071 -0.02 -0.31 0.08 0.728
P -0.614 -0.854 1.255 -0.12 0.44 0.03 0.739
C 0.524 0.740 -0.832 0.25 0.53 -0.35 -0.419
C -0.275 -0.547 -0.540 -0.16 -0.70 0.14 -0.423
H 1.576 0.607 -0.536 -0.20 0.02 -0.07 0.080
H 0.518 0.943 -1.913 0.15 -0.25 0.25 0.050
H -1.260 -0.504 -1.030 0.22 -0.03 0.05 0.079
H 0.260 -1.422 -0.937 -0.17 0.33 -0.25 0.053
C 0.860 -1.717 1.898 0.00 -0.17 -0.15 -0.277
H 0.666 -2.013 2.938 0.04 0.11 -0.25 0.046
H 1.715 -1.027 1.892 -0.18 -0.21 -0.01 0.038
H 1.098 -2.605 1.299 0.06 0.10 0.16 0.039
C -1.983 -2.057 1.399 0.13 -0.27 -0.43 -0.285
H -1.787 -2.960 0.804 -0.18 0.09 0.17 0.040
H -2.916 -1.582 1.061 0.30 -0.17 0.08 0.040
H -2.103 -2.326 2.458 0.10 0.15 -0.28 0.039
C 1.238 3.504 0.108 0.09 -0.03 -0.37 -0.280
H 0.848 4.424 0.576 0.04 -0.43 -0.17 0.043
H 1.610 3.733 -0.899 0.06 0.07 0.22 0.040
H 2.060 3.134 0.738 -0.23 0.10 -0.24 0.042
C -1.442 2.927 -0.941 0.11 0.07 -0.22 -0.279
H -2.291 2.230 -0.928 0.23 0.16 -0.02 0.039
H -1.137 3.110 -1.978 -0.11 0.00 0.12 0.040
H -1.774 3.870 -0.487 0.08 -0.24 -0.08 0.043
Cd -0.949 1.524 2.410 -0.48 0.35 1.43 1.036
C 0.634 -2.667 -3.684 0.14 -0.30 0.44 -0.109
C 1.742 -2.746 -2.937 -0.37 -0.42 -0.31 -0.127
C 3.135 -2.330 -3.312 0.26 0.31 0.00 -0.187
C 3.260 -1.262 -4.423 0.53 -0.28 -0.10 -0.202
C 2.520 0.020 -4.156 -0.31 0.47 -0.03 -0.105
C 1.239 0.302 -4.424 0.63 0.18 -0.24 -0.133
C 0.231 -0.570 -5.115 -0.28 -0.29 0.04 -0.187
C 0.493 -2.093 -5.068 -0.31 0.02 -0.51 -0.201
C -1.144 3.562 3.206 -0.16 0.35 -0.16 -0.354
H -0.285 -3.115 -3.281 0.36 0.30 0.00 0.105
H 1.674 -3.261 -1.972 -0.09 0.21 -0.25 0.097
H 3.714 -3.215 -3.628 -0.20 0.17 0.13 0.118
H 3.643 -1.963 -2.406 -0.11 -0.04 -0.18 0.109
H 4.332 -1.018 -4.513 -0.35 -0.10 0.00 0.112
H 2.977 -1.711 -5.382 0.21 0.30 0.30 0.095
H 3.141 0.823 -3.732 -0.36 -0.29 0.00 0.105
H 0.886 1.319 -4.218 0.16 -0.29 0.03 0.096
H 0.150 -0.275 -6.175 0.05 0.01 0.29 0.118
H -0.761 -0.365 -4.682 0.19 -0.06 -0.05 0.109
H -0.372 -2.582 -5.547 0.30 0.16 0.13 0.112
H 1.355 -2.327 -5.703 -0.40 -0.07 0.24 0.095
H -2.102 3.579 3.749 0.30 0.14 -0.16 -0.065
H -1.126 4.341 2.436 0.00 0.24 0.27 -0.094
H -0.335 3.717 3.931 -0.12 0.14 -0.11 -0.074
C -2.500 -0.300 6.793 0.13 0.11 0.01 -0.131
C -1.258 0.341 6.676 0.05 0.04 -0.64 -0.113
C -0.802 0.729 5.395 -0.67 -0.45 1.78 -0.198
C -1.609 0.512 4.295 0.73 0.04 -1.76 -0.350
C -2.835 -0.117 4.394 -0.39 -0.47 1.61 -0.206
C -3.292 -0.532 5.664 0.00 0.03 -0.42 -0.121
H -2.850 -0.613 7.777 0.04 0.08 -0.22 0.088
H -0.650 0.553 7.560 -0.21 -0.18 -0.18 0.089
H 0.171 1.218 5.314 -0.21 -0.01 -0.03 0.067
H -3.468 -0.295 3.521 0.11 0.05 0.15 0.063
H -4.266 -1.030 5.760 0.40 0.20 0.07 0.090
```
Positions in Å, forces in eV/Å.



Entry 2:
A molecular structure, C18H54AsF6N2O10, computed with the ωB97M-V functional and the def2-TZVPD basis.

E_HOMO: -6.25 eV
frontier orbital gap: 8.737 eV
multiplicity: 1
charge: -1
largest force on an atom: 2.57 eV/A
LUMO energy: 2.482 eV

The geometry in XYZ format:
```
91
Properties=species:S:1:pos:R:3:forces:R:3:lowdin_charge:R:1
As -17.049 13.932 -13.996 -0.82 0.07 0.62 0.822
F -15.399 13.304 -13.945 -0.83 -0.03 0.13 -0.251
F -16.705 15.032 -12.674 -0.11 -0.61 -0.51 -0.255
F -18.700 14.599 -14.104 0.92 -0.51 -0.11 -0.267
F -17.399 12.845 -15.352 0.07 0.21 0.61 -0.256
F -17.668 12.720 -12.861 0.66 0.58 -0.77 -0.262
F -16.530 15.113 -15.151 -0.04 0.15 0.06 -0.246
C -14.707 11.855 -11.322 0.46 0.75 -0.06 -0.116
O -14.386 10.838 -10.419 0.54 -0.25 1.17 -0.205
C -13.264 11.113 -9.599 0.60 -1.04 -0.31 -0.217
C -12.497 9.789 -9.388 -1.39 0.37 -0.53 -0.207
N -12.411 9.010 -10.627 0.86 0.43 0.74 -0.057
C -11.894 7.684 -10.342 -1.47 -0.47 -0.33 -0.239
C -11.923 6.856 -11.652 2.52 -0.19 0.48 -0.234
O -13.107 6.546 -12.337 -0.42 0.86 0.41 -0.168
C -14.196 6.330 -11.464 -0.22 0.20 -0.15 -0.110
H -14.591 12.860 -10.890 -0.37 -0.11 0.28 0.088
H -15.751 11.687 -11.581 0.28 0.22 -0.64 0.081
H -13.953 11.856 -12.121 -0.66 -0.20 -0.46 0.090
H -13.579 11.471 -8.617 -0.07 0.26 0.00 0.117
H -12.549 11.819 -10.030 -0.38 0.27 -0.37 0.117
H -13.099 9.253 -8.643 0.36 -0.33 0.30 0.110
H -11.508 10.036 -9.003 0.08 -0.28 0.08 0.116
H -13.329 8.919 -11.041 -0.08 0.31 0.03 0.088
H -12.481 7.218 -9.533 -0.19 -0.24 -0.11 0.102
H -10.902 7.731 -9.887 0.31 0.04 -0.65 0.118
H -11.341 5.931 -11.522 -0.30 -0.23 0.48 0.114
H -11.234 7.421 -12.286 -0.60 0.14 -0.57 0.118
H -15.075 6.098 -12.065 0.21 -0.39 -0.08 0.091
H -14.487 7.239 -10.926 0.22 -0.03 0.21 0.080
H -13.953 5.538 -10.750 -0.27 -0.08 0.03 0.092
C -14.455 20.107 -14.994 0.68 0.36 0.81 -0.103
O -13.776 19.390 -13.969 -0.56 -0.62 -0.54 -0.188
C -14.722 18.750 -13.115 1.09 0.45 0.70 -0.219
C -13.964 17.966 -12.049 0.66 -0.85 -0.19 -0.200
N -13.032 17.017 -12.661 -0.11 -0.83 -0.48 -0.065
C -13.683 15.893 -13.360 0.50 -0.96 0.96 -0.205
C -12.610 14.883 -13.802 0.03 2.13 -0.45 -0.211
O -11.635 15.657 -14.523 0.19 -1.41 -0.76 -0.191
C -10.839 14.760 -15.296 0.25 0.11 0.79 -0.121
H -14.734 21.087 -14.590 -0.29 0.07 -0.12 0.082
H -15.350 19.588 -15.337 0.09 -0.05 -0.20 0.058
H -13.733 20.286 -15.789 -0.15 -0.18 -0.18 0.086
H -15.361 18.037 -13.641 -0.22 0.31 -0.27 0.110
H -15.278 19.579 -12.666 -0.59 -0.41 0.24 0.121
H -14.631 17.366 -11.414 -0.54 0.63 0.11 0.115
H -13.303 18.578 -11.431 -0.48 0.43 0.05 0.115
H -12.543 16.544 -11.908 0.30 0.41 0.09 0.102
H -14.357 16.231 -14.142 0.28 -0.09 -0.27 0.104
H -14.260 15.265 -12.666 -0.58 0.40 0.04 0.091
H -13.034 14.082 -14.409 -0.06 0.02 -0.07 0.104
H -12.123 14.452 -12.919 -0.02 -0.14 0.07 0.118
H -10.384 14.013 -14.633 -0.05 -0.17 0.02 0.080
H -9.995 15.289 -15.738 -0.28 0.26 -0.20 0.080
H -11.426 14.223 -16.044 -0.04 0.14 -0.17 0.081
C -16.590 17.785 -17.267 -0.20 -1.40 -0.70 -0.156
O -17.742 17.954 -18.066 -0.17 1.20 -0.79 -0.127
H -16.385 16.710 -17.287 0.23 0.06 0.87 0.057
H -15.719 18.212 -17.769 -0.23 0.50 0.02 0.078
H -16.717 18.193 -16.265 0.06 -0.19 0.06 0.065
H -18.388 17.250 -17.974 0.24 -0.25 0.67 0.041
C -15.467 9.744 -14.866 -0.89 -0.78 0.13 -0.170
O -15.298 10.569 -15.986 0.57 0.04 -0.57 -0.128
H -14.642 9.727 -14.148 -0.09 0.61 0.13 0.073
H -16.451 9.954 -14.437 0.29 0.12 0.66 0.077
H -15.552 8.697 -15.172 0.13 0.13 -0.50 0.074
H -15.443 11.488 -15.739 -0.06 -0.02 0.22 0.033
C -15.098 13.941 -17.711 -1.21 -0.53 1.03 -0.189
O -13.930 14.381 -18.322 0.89 -0.37 -0.81 -0.102
H -15.031 13.925 -16.618 -0.03 0.57 -0.02 0.054
H -15.988 14.490 -18.036 0.08 0.20 0.20 0.072
H -15.336 12.892 -17.911 0.59 0.01 -0.68 0.077
H -13.765 15.311 -18.158 -0.27 0.05 0.26 0.075
C -19.965 14.977 -17.738 0.29 -0.59 -0.92 -0.176
O -19.507 15.723 -16.633 0.12 -0.72 0.05 -0.116
H -20.834 15.477 -18.164 0.12 0.10 -0.10 0.079
H -19.183 14.822 -18.497 0.06 0.76 -0.22 0.070
H -20.225 13.922 -17.612 -0.41 0.10 1.06 0.068
H -18.997 15.123 -16.061 -0.19 0.46 0.05 0.044
C -18.555 11.481 -17.652 0.53 -0.63 0.11 -0.163
O -19.282 10.582 -18.488 -0.42 0.29 0.05 -0.114
H -17.622 10.994 -17.357 0.19 0.31 0.01 0.073
H -18.354 12.440 -18.125 0.06 0.07 -0.14 0.065
H -19.097 11.667 -16.731 -0.41 -0.07 -0.26 0.048
H -18.780 10.450 -19.295 0.08 0.02 0.04 0.067
C -20.610 11.131 -13.558 -0.56 0.92 1.25 -0.195
O -19.992 10.530 -14.656 0.06 -0.03 -0.18 -0.105
H -20.108 11.025 -12.590 0.30 -0.72 -0.14 0.070
H -20.734 12.222 -13.555 0.17 0.09 -0.92 0.074
H -21.625 10.747 -13.457 0.10 -0.32 -0.13 0.072
H -19.176 10.988 -14.882 0.04 0.12 0.26 0.040
```
Positions in Å, forces in eV/Å.